Entry from the Open Molecules 2025 dataset: a structure of composition C20H65AsF6N19O11 (the ωB97M-V functional and the def2-TZVPD basis).

The geometry in XYZ format:
```
122
Properties=species:S:1:pos:R:3
As -0.9635 0.4134 -0.2940
F -2.5356 -0.0213 0.6244
F -1.3410 2.1606 -0.0288
F 0.5972 1.0060 -1.0510
F -0.6085 -1.3016 -0.6122
F -1.8462 0.5870 -1.8357
F -0.0464 0.4260 1.2444
C -3.5914 -2.6742 -2.4529
C -2.0501 -2.8687 -2.7400
C -1.8477 -4.2499 -3.4396
O -0.3747 -4.2802 -3.4379
C 0.0103 -5.5899 -3.6278
N -1.6316 -1.8352 -3.6011
H -3.8155 -3.2546 -1.5579
H -4.3307 -3.0192 -3.1757
H -3.8325 -1.6268 -2.2716
H -1.5426 -2.7650 -1.7810
H -2.3434 -4.4288 -4.3937
H -2.2918 -4.9195 -2.7030
H 1.0487 -5.8059 -3.3765
H -0.0816 -5.8306 -4.6870
H -0.4992 -6.3532 -3.0396
H -1.3146 -1.0605 -3.0359
H -0.7861 -2.1840 -4.0295
C 4.4023 1.8406 -1.5263
C 4.3533 3.1330 -0.7230
C 5.5210 4.1826 -0.9069
O 6.8861 3.9895 -0.4458
C 7.5177 2.8199 -1.0682
N 3.0610 3.6934 -1.0233
H 5.1174 1.2154 -0.9917
H 4.9112 1.9533 -2.4836
H 3.5113 1.2590 -1.7631
H 4.3525 2.9848 0.3569
H 5.1766 5.0432 -0.3335
H 5.5649 4.4121 -1.9715
H 7.1292 1.8321 -0.8203
H 8.5961 2.8408 -0.9115
H 7.3955 2.8292 -2.1513
H 3.0517 4.3108 -1.8226
H 2.2445 3.0989 -1.0176
C 1.9909 3.3132 2.4839
C 1.1673 2.5328 3.5350
C 1.3695 2.7894 4.9590
O 2.7618 2.6815 5.1517
C 3.1056 1.4591 5.9012
N -0.1995 2.6610 3.1775
H 2.9662 3.4792 2.9415
H 1.4529 4.2415 2.2916
H 1.9947 2.7817 1.5323
H 1.4842 1.4940 3.4423
H 0.7813 2.2262 5.6835
H 1.1456 3.8548 5.0130
H 4.1718 1.4106 6.1225
H 3.0672 0.6440 5.1786
H 2.5719 1.2231 6.8218
H -0.7209 1.9823 3.7138
H -0.2802 2.3710 2.2134
C 3.5443 -1.6668 -0.3548
O 3.9051 -1.8545 -1.4925
N 2.2866 -1.4496 -0.0796
N 4.3442 -1.6831 0.6825
H 1.9943 -1.4999 0.8859
H 1.7147 -1.2165 -0.8788
H 3.9185 -1.6676 1.5982
H 5.3338 -1.5978 0.4991
C 0.6157 2.2950 -4.4484
O 1.3185 2.7894 -5.3182
N 1.1715 2.1338 -3.2930
N -0.6104 1.9388 -4.4859
H 2.1768 2.2140 -3.2385
H 0.7362 1.8114 -2.4405
H -1.1140 1.8238 -3.6179
H -0.8365 1.9468 -5.4702
C 1.1567 -2.1335 3.4668
O 2.0247 -1.7483 2.6760
N 0.1728 -1.4133 3.9091
N 1.1032 -3.3901 3.8534
H 0.2557 -0.4713 3.5544
H -0.6117 -1.8239 4.3949
H 0.2037 -3.6483 4.2333
H 1.6484 -3.9669 3.2289
C -6.2001 -0.4932 1.3718
O -6.1728 0.7189 1.3545
N -5.1560 -1.2176 1.1697
N -7.2019 -1.1922 1.7601
H -4.3028 -0.7758 0.8582
H -5.3215 -2.1916 1.3796
H -7.0929 -2.1857 1.9051
H -8.0802 -0.7951 2.0619
C -5.7987 0.9367 -2.8309
O -5.8735 0.3001 -3.8617
N -4.7269 0.9129 -2.0870
N -6.7466 1.6285 -2.3013
H -3.8709 0.5664 -2.4959
H -4.7735 1.3303 -1.1685
H -7.5388 1.8503 -2.8873
H -6.6245 2.2210 -1.4925
C -2.6135 -3.1000 2.1533
O -3.6207 -3.6830 2.5959
N -1.7368 -3.5773 1.3208
N -2.3145 -1.8923 2.5604
H -1.8483 -4.5030 0.9325
H -0.9585 -3.0132 1.0107
H -2.8801 -1.4467 3.2686
H -1.4609 -1.5088 2.1804
C 1.6788 -4.9212 0.3016
O 2.7796 -4.7526 0.7089
N 0.9753 -5.9775 0.3656
N 0.9569 -4.0394 -0.2491
H 0.1201 -6.0304 -0.1692
H 1.3790 -6.8110 0.7686
H 0.1250 -4.3322 -0.7415
H 1.4422 -3.1626 -0.3743
C -1.9548 5.7024 -0.1152
O -2.0428 6.7460 0.5177
N -2.1471 4.5964 0.4304
N -1.5658 5.6654 -1.3471
H -1.7818 3.7349 0.0503
H -2.5898 4.6440 1.3369
H -1.3294 4.7156 -1.5964
H -1.1872 6.5030 -1.7655
```

HOMO-LUMO gap (eV): 7.69
Total charge: -1
ΔE to the lowest compared entry with this formula, charge and spin (kJ/mol): 0.00
LUMO (eV): 1.0